Molecular formula: CH3BBr2O2
Method: DFT, ωB97M-V/def2-TZVPD

```
! wB97M-V def2-TZVPD RIJCOSX def2/J DEFGRID3
* xyz 0 1
O 0.28 -0.17 1.39
H -0.41 -0.03 1.91
O -0.85 0.32 -0.63
B 0.26 -0.02 0.08
C 1.76 -0.11 -0.62
Br 2.70 -1.66 0.21
Br 2.89 1.43 -0.24
H 1.93 -0.33 -1.78
H -1.64 0.15 -0.23
*
```

Computed properties:
LUMO energy ... 0.1 eV
Calculated total energy ... -5363.344315 Eh
Gap between HOMO and LUMO ... 9.891 eV
Energy relative to the best compared isomer or geometry (same formula, charge and spin) ... 12.1 kcal/mol



Molecular formula: CH3BO4
Method: DFT, ωB97M-V/def2-TZVPD

```
! wB97M-V def2-TZVPD RIJCOSX def2/J DEFGRID3
* xyz 0 1
H -0.82 -1.26 -0.71
H -1.47 -0.45 1.20
O -1.93 1.34 0.37
O -1.21 -0.38 -0.84
C -1.56 0.21 0.31
O 1.43 -0.83 0.79
O 2.30 1.17 -0.42
H 1.83 1.99 -0.54
B 1.82 0.15 0.23
*
```

Computed properties:
Structure (SMILES) ... O=BO.O=CO
LUMO energy ... 0.1 eV
Calculated total energy ... -365.806778 Eh
Gap between HOMO and LUMO ... 10.907 eV
Energy relative to the best compared isomer or geometry (same formula, charge and spin) ... 41.0 kcal/mol



Molecular formula: CH3Br2ClOSi
Method: DFT, ωB97M-V/def2-TZVPD

```
! wB97M-V def2-TZVPD RIJCOSX def2/J DEFGRID3
* xyz 0 1
O 1.59 0.45 0.33
Cl 3.05 0.24 -2.37
Br 4.16 1.83 0.65
C 0.29 -0.03 0.09
H 0.00 0.14 -0.95
H 0.24 -1.10 0.31
H -0.38 0.52 0.75
Br 4.41 -2.07 0.29
Si 3.00 0.33 -0.39
*
```

Computed properties:
Structure (SMILES) ... CO[Si](Cl)(Br)Br
LUMO energy ... -0.7 eV
Calculated total energy ... -6012.986031 Eh
Gap between HOMO and LUMO ... 8.890 eV
Energy relative to the best compared isomer or geometry (same formula, charge and spin) ... 36.7 kcal/mol



Molecular formula: CH3Br2ClOSi
Method: DFT, ωB97M-V/def2-TZVPD

```
! wB97M-V def2-TZVPD RIJCOSX def2/J DEFGRID3
* xyz 0 1
C 1.45 0.13 0.27
H 1.69 1.21 0.78
O 0.12 -0.21 0.54
Br -2.19 -2.04 0.50
Si -1.24 -0.16 -0.27
H 1.60 0.22 -0.77
Br -2.47 1.64 0.55
H 2.09 -0.71 0.71
Cl -1.05 -0.08 -2.32
*
```

Computed properties:
Structure (SMILES) ... CO[Si](Cl)(Br)Br
LUMO energy ... 0.1 eV
Calculated total energy ... -6013.022809 Eh
Gap between HOMO and LUMO ... 10.697 eV
Energy relative to the best compared isomer or geometry (same formula, charge and spin) ... 13.6 kcal/mol